Entry from the OMol25 dataset: a molecular structure, C47H40N3P2S2Tc (wB97M-V/def2-TZVPD).

Summary:
- lowest unoccupied orbital energy (spin up / spin down) (hartree) = -0.082 / -0.082
- orbital gap (spin up / spin down) (eV) = 4.45 / 4.44
- relative energy (zero: lowest compared OMol25 entry of this formula, charge and spin) (kJ/mol) = 389.1

Last column: Mulliken charge in e.
Geometry (Å):
Tc -0.02 -0.10 -0.52  -0.9536
C 2.31 -1.57 -2.57  -1.9985
P 1.80 0.14 -2.10  0.9557
C 3.36 0.87 -1.42  0.5585
C 4.56 0.56 -2.07  -0.4721
C 5.73 1.21 -1.73  -0.8556
C 5.72 2.20 -0.76  -0.6957
C 4.54 2.51 -0.11  -0.7976
C 3.37 1.85 -0.44  0.2095
C 0.77 2.33 -3.54  1.3024
C 1.28 3.33 -4.48  -0.9659
C 0.47 4.19 -5.13  -0.7810
C -0.96 4.07 -5.07  -0.6264
C -1.56 3.14 -4.31  -1.1832
C -0.78 2.32 -3.39  -0.1650
C 2.17 -2.32 -1.29  0.2373
C 3.07 -2.98 -0.53  -1.2133
C 2.50 -3.18 0.78  -0.3194
C 1.26 -2.64 0.80  -0.5727
C 0.34 -2.27 1.91  -2.2661
P 0.20 -0.42 1.80  1.5706
C 1.75 0.26 2.48  0.9914
C 2.85 -0.48 2.90  -0.5348
C 3.96 0.17 3.43  -0.7403
C 3.97 1.55 3.55  -0.5818
C 2.87 2.29 3.14  -0.8233
C 1.77 1.65 2.60  -0.6919
C -0.95 0.08 3.11  1.0299
C -1.82 1.14 2.87  -0.2037
C -2.64 1.60 3.88  -0.9910
C -2.59 1.01 5.14  -0.5893
C -1.72 -0.03 5.39  -0.8113
C -0.89 -0.49 4.37  -0.7243
N 1.00 -2.12 -0.50  2.3447
H 3.33 -1.63 -2.93  0.8563
H 1.65 -1.91 -3.36  0.4719
H 4.58 -0.16 -2.88  0.3193
H 6.65 0.96 -2.25  0.4381
H 6.64 2.73 -0.51  0.4041
H 4.52 3.29 0.65  0.4962
H 2.46 2.11 0.07  0.0627
H 2.35 3.33 -4.65  0.4931
H 0.91 4.93 -5.79  0.4037
H -1.55 4.68 -5.75  0.4224
H -2.61 2.91 -4.42  0.4233
H -1.23 1.38 -3.08  0.1247
H 4.07 -3.24 -0.84  0.5335
H 3.00 -3.65 1.62  0.6656
H 0.72 -2.62 2.87  0.7278
H -0.67 -2.64 1.77  0.3528
H 2.85 -1.56 2.82  0.1398
H 4.81 -0.41 3.75  0.4443
H 4.84 2.05 3.97  0.4135
H 2.87 3.37 3.24  0.4587
H 0.91 2.22 2.28  0.4573
H -1.86 1.58 1.88  0.6597
H -3.33 2.43 3.70  0.4735
H -3.24 1.38 5.93  0.4051
H -1.67 -0.48 6.37  0.4242
H -0.19 -1.29 4.58  0.3468
S -0.08 2.21 -0.62  -0.6807
C 0.09 2.90 -2.29  1.7710
C 0.17 4.33 -2.12  -0.5139
N 0.27 5.46 -1.95  -0.6309
C 1.52 1.04 -3.55  0.4870
S -0.78 -1.47 -2.49  -0.0873
C 1.88 0.46 -4.76  -0.4110
N 2.24 -0.06 -5.74  -0.8245
C -5.45 -0.54 -0.49  -1.6184
C -4.62 0.01 0.67  1.9982
C -5.02 1.47 0.96  -1.4563
C -4.84 -0.84 1.93  -1.0951
C -3.20 -0.03 0.29  0.2199
C -2.03 -0.07 -0.02  0.2785
H -6.52 -0.47 -0.26  0.4569
H -5.21 -1.58 -0.69  0.2241
H -5.26 0.03 -1.40  0.3423
H -6.10 1.54 1.11  0.4684
H -4.73 2.11 0.13  0.3144
H -4.52 1.82 1.87  0.0846
H -5.91 -0.90 2.16  0.4440
H -4.32 -0.39 2.79  0.1267
H -4.45 -1.85 1.80  0.1209
C -0.36 -2.18 -0.97  1.1271
C -1.12 -3.41 -0.59  -1.1180
C -2.45 -3.36 -0.21  0.8190
C -3.15 -4.54 0.03  -0.6001
C -2.52 -5.77 -0.12  -0.7114
C -1.19 -5.82 -0.50  -0.9096
C -0.49 -4.65 -0.73  -0.3708
H -2.92 -2.40 -0.12  0.0689
H -4.19 -4.50 0.32  0.4400
H -3.08 -6.68 0.04  0.3939
H -0.70 -6.77 -0.64  0.4341
H 0.55 -4.70 -1.05  0.3475

=====

Entry from the OMol25 dataset: a molecular structure, C2H38F6LiNO23S2 (wB97M-V/def2-TZVPD).

Summary:
- lowest unoccupied orbital energy (hartree) = -0.111
- orbital gap (eV) = 6.24

Last column: Mulliken charge in e.
Geometry (Å):
Li -1.28 3.49 -2.28  0.9700
C 2.32 -0.10 0.36  0.6429
F 2.24 -0.16 -0.96  -0.2109
F 1.76 -1.11 1.02  -0.2028
F 3.61 0.02 0.65  -0.2060
S 1.52 1.55 0.93  0.9828
O 1.94 1.62 2.30  -0.5728
O 2.13 2.53 0.04  -0.6722
N -0.21 1.38 0.66  -0.4717
S -0.86 1.42 2.04  1.0644
O -0.67 0.24 2.88  -0.6186
O -0.63 2.72 2.69  -0.6443
C -2.72 1.42 1.49  0.5719
F -2.84 1.99 0.30  -0.2325
F -3.12 0.17 1.43  -0.1999
F -3.39 2.15 2.42  -0.2104
O 1.60 4.01 -5.10  -0.6499
H 2.33 4.37 -4.60  0.3306
H 1.68 4.41 -5.96  0.3245
O 3.33 5.74 5.64  -0.6414
H 4.00 6.18 5.11  0.3136
H 3.30 4.85 5.30  0.3281
O 2.52 -0.40 -7.70  -0.6243
H 2.18 0.37 -7.24  0.3073
H 1.79 -0.68 -8.25  0.3196
O 2.18 -0.24 8.05  -0.6349
H 1.32 -0.19 7.64  0.3220
H 2.12 -0.98 8.65  0.3137
O -1.77 8.50 4.22  -0.6395
H -1.17 8.32 3.49  0.3118
H -1.62 7.80 4.84  0.3277
O 5.60 -3.51 -6.40  -0.6376
H 4.82 -3.99 -6.10  0.3213
H 5.25 -2.76 -6.87  0.3136
O 5.26 -3.04 5.76  -0.6398
H 5.00 -3.68 6.43  0.3090
H 4.78 -2.25 5.99  0.3305
O 1.70 -5.29 -4.41  -0.6348
H 0.96 -5.61 -3.90  0.3173
H 1.65 -4.33 -4.34  0.3160
O -9.95 -2.13 2.29  -0.6357
H -10.70 -1.61 2.02  0.3180
H -9.71 -2.64 1.51  0.3179
O -0.73 -6.90 -0.54  -0.6427
H -0.99 -7.82 -0.45  0.3158
H -0.28 -6.70 0.28  0.3259
O 6.05 -6.77 0.04  -0.6363
H 6.15 -6.73 0.99  0.3183
H 5.32 -6.18 -0.16  0.3181
O 1.72 -6.33 3.54  -0.6312
H 2.22 -5.56 3.80  0.3194
H 1.58 -6.81 4.36  0.3148
O 7.63 5.34 -2.30  -0.6288
H 7.61 5.01 -3.20  0.3157
H 6.74 5.20 -1.98  0.3130
O -10.29 3.75 1.96  -0.6328
H -10.38 3.00 1.38  0.3180
H -9.37 4.02 1.88  0.3142
O -4.17 2.32 -5.19  -0.6501
H -3.98 1.74 -5.93  0.3290
H -4.95 2.81 -5.47  0.3242
O 8.18 0.94 -5.60  -0.6316
H 7.24 0.77 -5.66  0.3128
H 8.46 1.05 -6.50  0.3185
O -6.46 -1.64 6.52  -0.6346
H -5.99 -2.46 6.68  0.3165
H -6.72 -1.68 5.60  0.3179
O -9.21 1.28 -2.25  -0.6297
H -9.38 1.50 -3.16  0.3165
H -8.25 1.25 -2.19  0.3140
O -1.70 -1.77 -3.05  -0.6217
H -2.58 -2.13 -3.05  0.3223
H -1.72 -1.07 -2.40  0.2998

=====

Entry from the OMol25 dataset: a molecular structure, C3H4FeO3 (wB97M-V/def2-TZVPD).

Summary:
- lowest unoccupied orbital energy (spin up / spin down) (hartree) = -0.430 / -0.472
- expectation value of S² = 6.005
- spin multiplicity = 5
- orbital gap (spin up / spin down) (eV) = 7.17 / 6.03
- relative energy (zero: lowest compared OMol25 entry of this formula, charge and spin) (kJ/mol) = 357.7
- total charge = +2

Last column: Mulliken charge in e.
Geometry (Å):
C -1.18 -0.43 -0.35  -0.2043
O 1.01 0.53 0.20  -0.5969
C 1.10 -0.55 -0.52  1.1930
C -0.74 0.71 0.52  -0.3449
O -0.07 -1.08 -0.87  -0.1869
O 2.18 -1.14 -0.60  -0.5455
H -1.86 -1.16 0.10  0.3935
H -0.69 0.39 1.56  0.2933
H -1.43 0.75 -0.89  0.2874
Fe 3.09 0.41 0.25  1.3056
H -1.42 1.56 0.61  0.4058

=====

Entry from the OMol25 dataset: C2H4BrO2P in the gas phase (wB97M-V/def2-TZVPD).

Summary:
- lowest unoccupied orbital energy (hartree) = 0.004
- orbital gap (eV) = 6.69
- relative energy (zero: lowest compared OMol25 entry of this formula, charge and spin) (kJ/mol) = 240.8

Last column: Mulliken charge in e.
Geometry (Å):
C 0.03 -0.43 -0.50  0.8135
C -1.12 0.11 0.31  -0.8054
O -0.25 -1.46 -1.31  -0.4610
O 1.23 -0.03 -0.36  -0.2977
P 2.46 0.77 0.45  -0.0667
Br 1.58 2.31 1.81  -0.2861
H -1.95 0.34 -0.26  0.3131
H -0.76 0.92 0.87  0.1831
H -1.63 -0.81 0.96  0.2383
H 0.42 -1.72 -1.98  0.3689

=====

Entry from the OMol25 dataset: a gas-phase ion, C12H24BrFN2O6P3S2 (charge +1) (wB97M-V/def2-TZVPD).

Summary:
- lowest unoccupied orbital energy (hartree) = -0.188
- orbital gap (eV) = 6.23
- total charge = +1

Last column: Mulliken charge in e.
Geometry (Å):
C -2.36 0.12 1.92  -0.8430
C -2.92 -0.88 0.82  0.8022
C -4.42 -0.43 0.37  -1.2867
C -2.02 -1.05 -0.50  -1.3675
N -0.54 -0.92 -0.31  1.0214
C 0.08 -1.77 0.50  0.0869
P -0.50 -3.22 1.55  0.4596
O 0.81 -4.34 1.63  -0.4821
O -1.76 -4.08 0.75  -0.4754
S -0.92 -2.73 3.37  -0.2450
S 1.89 -1.50 0.66  -0.1392
C 1.64 0.29 0.09  0.2208
C 3.10 0.63 -0.47  0.1963
C 4.26 0.43 0.64  -1.2043
F 3.25 1.97 -0.95  -0.3439
P 1.11 1.30 1.65  0.5060
C 1.65 3.11 1.47  -0.9176
O 1.92 0.59 3.02  -0.5183
C 0.43 0.05 -0.98  -0.0798
C 0.80 -0.80 -2.31  -0.9799
C 1.38 0.06 -3.52  0.2576
O 2.40 0.75 -3.52  -0.3913
Br 0.38 -0.05 -5.25  -0.1188
P -0.41 1.66 -1.60  0.5304
N -1.42 1.42 -2.80  -0.7806
O 0.73 2.82 -2.12  -0.4842
O -1.28 2.35 -0.31  -0.3717
H -2.50 1.23 1.66  0.1859
H -1.31 -0.14 2.24  -0.1586
H -3.02 -0.03 2.86  0.4230
H -3.06 -1.90 1.34  0.2402
H -4.62 -0.70 -0.72  0.3936
H -4.57 0.66 0.61  0.3102
H -5.17 -1.04 0.98  0.3267
H -2.47 -0.38 -1.30  0.5136
H -2.20 -2.13 -0.87  0.2989
H 0.69 -4.99 0.89  0.3617
H -1.38 -4.42 -0.09  0.3790
H 3.37 -0.12 -1.31  0.3760
H 4.03 0.95 1.62  0.2406
H 4.59 -0.66 0.74  0.3966
H 5.17 0.99 0.20  0.4297
H 0.83 3.73 1.99  0.3638
H 2.68 3.26 1.92  0.4012
H 1.59 3.39 0.36  0.1919
H 1.79 1.27 3.73  0.3555
H -0.19 -1.27 -2.66  0.5209
H 1.51 -1.67 -2.13  0.4182
H -2.35 1.71 -2.49  0.2707
H 0.46 3.15 -3.01  0.3869
H -1.14 3.32 -0.39  0.3219

=====

Entry from the OMol25 dataset: a molecular structure, C35H38MoN5P2Si2 (wB97M-V/def2-TZVPD).

Summary:
- lowest unoccupied orbital energy (hartree) = -0.410
- orbital gap (eV) = 5.63
- total charge = +3

Last column: Mulliken charge in e.
Geometry (Å):
Mo -1.20 -0.57 0.61  0.2063
C -2.96 -2.21 -2.74  -0.7526
Si -1.91 -3.01 -1.46  -0.0789
C -0.75 -4.32 -2.05  -1.0043
C -2.83 -3.43 0.12  -1.1404
N -0.73 -1.65 -0.82  0.0172
P 0.41 -0.67 -1.61  2.0706
C 0.05 0.53 -0.37  -1.1670
P 0.90 1.13 1.06  2.1444
N -0.23 0.24 1.98  -0.1095
Si -0.93 0.67 3.72  -0.0305
C -2.06 2.11 3.47  -0.6221
C 0.58 1.04 4.73  -0.9456
C -1.78 -0.93 4.15  -1.0014
C 0.73 2.86 1.31  0.9276
C 1.59 3.53 2.19  -0.6270
C 1.40 4.88 2.42  -0.8387
C 0.36 5.55 1.79  -0.5568
C -0.49 4.89 0.91  -0.7612
C -0.31 3.54 0.67  -0.5983
C 2.53 0.53 1.33  0.7664
C 2.75 -0.59 2.13  -0.3282
C 4.05 -1.01 2.38  -1.0034
C 5.12 -0.32 1.81  -0.6026
C 4.90 0.79 0.99  -0.9160
C 3.61 1.22 0.76  -0.4976
C -0.12 -0.22 -3.23  0.8490
C -1.01 0.84 -3.38  -0.4741
C -1.51 1.13 -4.64  -0.8222
C -1.12 0.36 -5.73  -0.5648
C -0.23 -0.70 -5.57  -0.7911
C 0.28 -1.00 -4.32  -0.5739
C 2.01 -1.42 -1.59  0.7343
C 3.01 -0.87 -2.40  -0.6411
C 4.26 -1.46 -2.41  -0.9267
C 4.51 -2.59 -1.64  -0.5730
C 3.51 -3.13 -0.84  -0.9602
C 2.25 -2.55 -0.81  -0.2278
H -3.84 -2.84 -2.91  0.5005
H -2.44 -2.10 -3.70  0.2711
H -3.33 -1.23 -2.44  0.2105
H -1.33 -5.04 -2.63  0.4631
H -0.28 -4.86 -1.23  0.3683
H 0.03 -3.93 -2.71  0.2965
H -3.04 -4.50 0.12  0.4995
H -3.80 -2.92 0.19  0.3419
H -2.27 -3.25 1.04  0.3408
H -1.49 3.04 3.36  0.2408
H -2.69 2.21 4.36  0.4653
H -2.73 2.01 2.61  0.0704
H 0.91 2.07 4.59  0.3084
H 1.41 0.36 4.55  0.3231
H 0.29 0.93 5.78  0.4518
H -2.37 -1.34 3.32  0.3275
H -2.49 -0.75 4.96  0.3877
H -1.08 -1.69 4.48  0.3308
H 2.41 3.01 2.67  0.5619
H 2.06 5.41 3.09  0.4774
H 0.21 6.61 1.97  0.4568
H -1.29 5.43 0.41  0.4921
H -0.97 3.02 -0.02  0.2332
H 1.92 -1.12 2.58  0.6103
H 4.23 -1.86 3.02  0.4992
H 6.13 -0.64 2.01  0.4863
H 5.73 1.32 0.56  0.5094
H 3.44 2.10 0.14  0.5675
H -1.31 1.45 -2.53  0.3416
H -2.19 1.96 -4.78  0.4895
H -1.51 0.59 -6.71  0.4605
H 0.07 -1.29 -6.43  0.4705
H 0.98 -1.81 -4.20  0.4150
H 2.82 0.00 -3.02  0.5696
H 5.05 -1.05 -3.03  0.5216
H 5.48 -3.06 -1.67  0.4917
H 3.70 -4.02 -0.25  0.5092
H 1.47 -2.98 -0.19  0.5634
N -3.08 -0.06 0.59  -0.6267
C -4.09 0.49 0.29  0.5918
C -5.23 1.10 -0.04  0.4658
C -5.59 2.28 0.68  -0.2001
N -5.88 3.22 1.27  -0.2782
C -6.00 0.52 -1.10  -0.1509
N -6.61 0.01 -1.93  -0.3046

=====

| no. | F_max (Eh/bohr) |
| --- | --- |
| 1 | 0.0378 |
| 2 | 0.0941 |
| 3 | 0.1361 |
| 4 | 0.0833 |
| 5 | 0.0881 |
| 6 | 0.0152 |